Entry A
{
  "formula": "C3H8OS",
  "method": "ωB97M-V/def2-TZVPD",
  "charge": 0,
  "multiplicity": 1,
  "smiles": "CC=O.CS",
  "lumo_energy_ev": 0.676,
  "elements": ["C", "C", "O", "H", "H", "H", "H", "C", "S", "H", "H", "H", "H"],
  "positions_angstrom": [[-1.61, 0.28, 0.21], [-2.99, 0.40, 0.54], [-3.64, 1.28, -0.08], [-1.22, 0.83, -0.68], [-1.34, -0.74, -0.06], [-1.12, 0.44, 1.16], [-3.51, -0.23, 1.20], [1.76, -1.44, -0.70], [2.86, -0.03, 0.00], [1.91, -2.33, -0.15], [0.71, -1.07, -0.64], [2.18, -1.52, -1.75], [2.82, -0.51, 1.28]],
  "lowdin_charge": [-0.088, -0.294, 0.002, 0.118, 0.069, 0.089, 0.105, -0.414, 0.552, 0.002, -0.011, 0.040, -0.169]
}



Entry B
{
  "formula": "C3H8OS",
  "method": "ωB97M-V/def2-TZVPD",
  "charge": 0,
  "multiplicity": 1,
  "smiles": "CC(C)=O.S",
  "lumo_energy_ev": 0.834,
  "elements": ["C", "C", "C", "O", "H", "H", "H", "H", "H", "H", "S", "H", "H"],
  "positions_angstrom": [[2.31, 3.54, 1.47], [2.38, 2.61, 0.28], [3.28, 3.05, -0.86], [1.74, 1.57, 0.23], [1.63, 3.14, 2.23], [1.95, 4.53, 1.16], [3.31, 3.66, 1.92], [2.94, 4.02, -1.26], [4.32, 3.16, -0.50], [3.26, 2.30, -1.67], [-0.03, 1.00, 2.73], [-0.32, 1.48, 1.51], [1.16, 0.53, 2.33]],
  "lowdin_charge": [-0.037, -0.494, -0.031, 0.003, 0.032, 0.091, 0.092, 0.089, 0.089, 0.086, 0.485, -0.202, -0.202]
}



Entry C
{
  "formula": "C3H8OS",
  "method": "ωB97M-V/def2-TZVPD",
  "charge": 0,
  "multiplicity": 1,
  "lumo_energy_ev": 0.948,
  "elements": ["C", "C", "C", "H", "H", "H", "H", "H", "H", "H", "H", "O", "S"],
  "positions_angstrom": [[-0.84, -1.11, 1.26], [0.01, 0.65, -0.48], [2.34, 0.80, -0.37], [-1.55, -1.65, 1.95], [0.02, -1.95, 1.01], [-0.26, -0.32, 1.95], [-0.04, 1.27, 0.47], [-0.24, 1.26, -1.45], [3.32, 0.24, -0.17], [2.09, 1.81, 0.48], [2.34, 1.22, -1.40], [1.23, -0.04, -0.59], [-1.54, -0.23, -0.04]],
  "lowdin_charge": [-0.550, -0.569, -0.131, 0.043, 0.101, 0.069, 0.062, 0.120, 0.095, 0.171, 0.080, -0.277, 0.787]
}



The structure with the most favorable energy is entry B; the runner-up is 0.0445 hartree above it.



Entry A
{
  "formula": "C4H15N2O2",
  "method": "ωB97M-V/def2-TZVPD",
  "charge": 1,
  "multiplicity": 1,
  "lumo_energy_ev": -2.716,
  "elements": ["N", "C", "C", "C", "O", "C", "N", "H", "H", "H", "H", "H", "H", "H", "H", "H", "H", "H", "H", "H", "H", "H", "O"],
  "positions_angstrom": [[-0.96, -1.63, 0.05], [0.02, -0.82, 0.84], [-0.18, 0.67, 0.50], [-1.28, 1.34, 1.31], [-0.50, 0.69, -0.90], [1.42, -1.28, 0.37], [1.48, -2.71, 0.10], [-1.26, -1.07, -0.76], [-0.42, -2.44, -0.30], [-1.74, -1.97, 0.60], [-0.19, -1.02, 1.89], [0.76, 1.20, 0.63], [-2.26, 0.90, 1.14], [-1.00, 1.28, 2.37], [-1.28, 2.40, 1.06], [-0.33, 1.59, -1.27], [2.19, -0.87, 0.98], [1.53, -0.81, -0.62], [1.75, -3.30, 0.88], [2.07, -2.88, -0.69], [0.52, 3.99, -1.65], [0.15, 3.12, -2.87], [0.07, 3.17, -1.90]],
  "lowdin_charge": [0.215, -0.223, -0.380, -0.019, -0.073, -0.195, 0.012, 0.152, 0.139, 0.173, 0.157, 0.154, 0.088, 0.094, 0.088, 0.056, 0.122, 0.130, 0.094, 0.092, 0.072, 0.082, -0.031]
}



Entry B
{
  "formula": "C4H15N2O2",
  "method": "ωB97M-V/def2-TZVPD",
  "charge": 1,
  "multiplicity": 1,
  "lumo_energy_ev": -2.926,
  "elements": ["N", "C", "C", "C", "O", "C", "N", "H", "H", "H", "H", "H", "H", "H", "H", "H", "H", "H", "H", "H", "H", "H", "O"],
  "positions_angstrom": [[-1.42, 0.15, -0.31], [0.04, -0.14, 0.01], [0.82, 1.20, 0.18], [2.35, 0.97, 0.43], [2.58, -0.31, 0.94], [0.51, -1.16, -1.11], [-0.56, -1.96, -1.65], [-2.01, -0.32, 0.38], [-1.58, 1.16, -0.20], [-1.73, -0.08, -1.25], [0.25, -0.68, 0.91], [0.73, 1.84, -0.74], [0.50, 1.54, 1.15], [3.08, 1.13, -0.41], [2.72, 1.76, 1.11], [2.86, -0.34, 1.86], [1.26, -1.71, -0.52], [1.09, -0.57, -1.83], [-0.45, -2.92, -1.37], [-0.76, -2.02, -2.64], [-2.94, 1.17, 2.18], [-4.07, 0.43, 1.55], [-3.24, 0.87, 1.31]],
  "lowdin_charge": [0.180, -0.260, -0.110, -0.244, -0.070, -0.206, 0.009, 0.125, 0.146, 0.151, 0.133, 0.141, 0.111, 0.132, 0.123, 0.108, 0.117, 0.127, 0.088, 0.086, 0.075, 0.078, -0.043]
}



Entry C
{
  "formula": "C4H15N2O2",
  "method": "ωB97M-V/def2-TZVPD",
  "charge": 1,
  "multiplicity": 1,
  "lumo_energy_ev": -2.811,
  "elements": ["C", "C", "C", "C", "N", "N", "H", "H", "H", "H", "H", "H", "H", "H", "H", "H", "H", "H", "H", "O", "H", "H", "O"],
  "positions_angstrom": [[-0.81, -2.44, -0.75], [-1.65, -1.25, -0.26], [-0.75, -0.07, -0.06], [-0.59, 0.84, -1.01], [0.38, 1.94, -0.68], [0.49, -2.52, -0.04], [-0.59, -2.42, -1.82], [-1.35, -3.36, -0.62], [-2.10, -1.54, 0.69], [-2.45, -1.07, -0.95], [-0.07, -0.18, 0.77], [-1.19, 1.05, -1.88], [1.15, 1.48, -0.18], [0.74, 2.45, -1.48], [-0.10, 2.58, -0.02], [0.40, -3.15, 0.74], [1.29, -2.68, -0.62], [2.20, -0.56, 0.72], [3.15, 0.66, 1.00], [2.47, 0.31, 0.40], [-0.80, 2.81, 2.07], [0.11, 4.00, 2.17], [0.07, 3.12, 1.78]],
  "lowdin_charge": [-0.243, -0.169, -0.098, -0.048, 0.170, -0.001, 0.119, 0.103, 0.117, 0.110, 0.106, 0.129, 0.092, 0.167, 0.113, 0.078, 0.076, 0.042, 0.075, -0.042, 0.069, 0.075, -0.041]
}



Entry D
{
  "formula": "C4H15N2O2",
  "method": "ωB97M-V/def2-TZVPD",
  "charge": 1,
  "multiplicity": 1,
  "lumo_energy_ev": -7.247,
  "elements": ["C", "C", "C", "C", "N", "N", "H", "H", "H", "H", "H", "H", "H", "H", "H", "H", "H", "H", "H", "O", "H", "H", "O"],
  "positions_angstrom": [[-2.20, -0.69, 1.12], [-1.53, 0.38, 0.17], [-0.15, 0.57, 0.50], [0.95, -0.28, 0.04], [1.09, -0.47, -1.41], [-2.34, -0.19, 2.45], [-1.62, -1.61, 1.03], [-3.19, -0.85, 0.70], [-2.10, 1.30, 0.26], [-1.64, 0.06, -0.87], [0.07, 1.14, 1.40], [0.87, -1.30, 0.46], [1.89, 0.16, 0.39], [0.45, -1.15, -1.80], [0.98, 0.40, -1.92], [-2.96, -0.75, 3.02], [-1.47, -0.08, 2.95], [4.31, -1.94, -0.66], [2.96, -1.33, -1.12], [3.46, -1.61, -0.35], [-0.05, 2.02, -1.12], [0.00, 3.28, -2.00], [-0.01, 2.32, -2.03]],
  "lowdin_charge": [-0.205, -0.141, 0.089, -0.218, 0.050, 0.033, 0.119, 0.135, 0.150, 0.136, 0.155, 0.179, 0.135, 0.106, 0.068, 0.099, 0.083, 0.050, 0.002, -0.070, -0.014, 0.076, -0.018]
}



The structure with the most favorable energy is entry A; the runner-up is 0.0319 hartree above it.



Entry A
{
  "formula": "C6H8OS",
  "method": "ωB97M-V/def2-TZVPD",
  "charge": 0,
  "multiplicity": 1,
  "lumo_energy_ev": 0.747,
  "elements": ["C", "C", "C", "C", "C", "C", "H", "H", "H", "H", "H", "H", "H", "H", "O", "S"],
  "positions_angstrom": [[0.49, -0.11, -0.61], [-0.60, -1.19, -0.33], [-1.11, -0.90, 1.09], [-1.55, 0.33, 0.31], [-0.26, 1.09, -0.04], [0.07, 2.36, 0.06], [2.30, -1.57, -0.44], [0.69, -0.02, -1.66], [-0.42, -2.18, -0.76], [-0.36, -0.89, 1.87], [-1.96, -1.53, 1.30], [-2.46, 0.86, 0.59], [-0.50, 3.04, 0.68], [0.83, 2.84, -0.57], [-1.76, -0.50, -0.84], [2.11, -0.37, 0.18]],
  "lowdin_charge": [-0.564, -0.293, -0.040, -0.259, -0.269, 0.060, -0.126, 0.099, 0.151, 0.108, 0.118, 0.153, 0.066, 0.079, -0.035, 0.750]
}



Entry B
{
  "formula": "C6H8OS",
  "method": "ωB97M-V/def2-TZVPD",
  "charge": 0,
  "multiplicity": 1,
  "lumo_energy_ev": -0.328,
  "elements": ["C", "C", "C", "C", "C", "C", "O", "S", "H", "H", "H", "H", "H", "H", "H", "H"],
  "positions_angstrom": [[-1.91, 0.71, 0.52], [-0.91, 1.54, 0.36], [-2.33, -0.34, -0.41], [1.36, -0.10, -0.31], [2.38, -0.08, -1.18], [0.97, -0.94, 0.83], [-3.25, -1.07, -0.12], [0.41, 1.24, -0.77], [-2.54, 0.69, 1.50], [-0.66, 2.37, 1.07], [3.27, -0.68, -1.23], [2.35, 0.55, -2.08], [-1.68, -0.48, -1.34], [1.43, -0.60, 1.77], [1.28, -1.98, 0.64], [-0.18, -0.82, 0.76]],
  "lowdin_charge": [-0.180, -0.400, -0.297, -0.703, -0.085, -0.080, 0.042, 0.959, 0.159, 0.086, 0.056, 0.045, 0.131, 0.103, 0.093, 0.072]
}



Entry C
{
  "formula": "C6H8OS",
  "method": "ωB97M-V/def2-TZVPD",
  "charge": 0,
  "multiplicity": 1,
  "lumo_energy_ev": 0.613,
  "elements": ["C", "C", "C", "C", "C", "C", "O", "S", "H", "H", "H", "H", "H", "H", "H", "H"],
  "positions_angstrom": [[0.42, -0.58, 0.17], [0.35, 0.41, 1.23], [0.39, -0.19, -1.10], [-0.29, 0.23, 2.35], [0.47, -1.01, -2.34], [-0.94, 0.03, 3.45], [0.14, 1.82, -2.83], [0.27, 1.62, -1.39], [0.43, -1.62, 0.44], [0.82, 1.37, 1.03], [0.36, -2.07, -2.12], [1.43, -0.85, -2.83], [-0.30, -0.68, -3.03], [-0.48, -0.37, 4.34], [-1.07, 1.61, -0.91], [-1.99, 0.27, 3.53]],
  "lowdin_charge": [-0.135, -0.170, -0.463, -0.091, -0.090, 0.016, -0.583, 0.908, 0.121, 0.085, 0.084, 0.088, 0.078, 0.060, 0.033, 0.060]
}



Entry D
{
  "formula": "C6H8OS",
  "method": "ωB97M-V/def2-TZVPD",
  "charge": 0,
  "multiplicity": 1,
  "smiles": "C1C[C@H]2S[C@@H]1[C@@H]1O[C@@H]12",
  "lumo_energy_ev": 0.902,
  "elements": ["C", "C", "C", "S", "C", "C", "O", "C", "H", "H", "H", "H", "H", "H", "H", "H"],
  "positions_angstrom": [[-0.06, 0.55, -1.31], [-1.03, 0.92, -0.15], [-0.93, -0.20, 0.88], [-0.98, -1.68, -0.24], [0.48, -0.81, -0.93], [1.39, -0.59, 0.26], [1.27, -1.47, 1.45], [0.51, -0.29, 1.49], [0.68, 1.33, -1.48], [-0.70, 0.58, -2.25], [-0.83, 1.87, 0.26], [-1.99, 0.91, -0.64], [-1.65, -0.09, 1.68], [0.90, -1.37, -1.67], [2.20, 0.12, 0.16], [0.76, 0.22, 2.48]],
  "lowdin_charge": [-0.207, -0.219, -0.456, 0.957, -0.491, -0.200, -0.048, -0.273, 0.108, 0.129, 0.098, 0.101, 0.107, 0.080, 0.142, 0.172]
}



The structure with the most favorable energy is entry D; the runner-up is 0.0070 hartree above it.



Entry A
{
  "formula": "C6H8OS",
  "method": "ωB97M-V/def2-TZVPD",
  "charge": 0,
  "multiplicity": 1,
  "smiles": "C=C(/C=C\\C)OC=S",
  "lumo_energy_ev": -0.503,
  "elements": ["C", "C", "C", "C", "C", "O", "C", "S", "H", "H", "H", "H", "H", "H", "H", "H"],
  "positions_angstrom": [[2.26, 0.21, -0.72], [0.98, -0.03, -0.46], [0.73, -0.86, 0.81], [-0.52, -0.98, 1.24], [-1.78, -0.74, 0.63], [-0.10, 0.34, -1.27], [-0.37, 1.68, -0.95], [-1.74, 2.19, -1.91], [2.34, 0.42, -1.82], [3.23, 0.14, -0.25], [1.62, -0.79, 1.55], [-0.48, -1.38, 2.23], [-2.11, -1.96, 0.31], [-1.81, -0.11, -0.46], [-2.65, -0.22, 1.32], [0.40, 2.09, -0.24]],
  "lowdin_charge": [0.064, -0.405, -0.049, -0.246, -0.136, -0.188, -0.527, 0.602, 0.092, 0.073, 0.143, 0.088, 0.163, 0.083, 0.127, 0.116]
}



Entry B
{
  "formula": "C6H8OS",
  "method": "ωB97M-V/def2-TZVPD",
  "charge": 0,
  "multiplicity": 1,
  "lumo_energy_ev": -0.619,
  "elements": ["C", "C", "C", "C", "C", "C", "H", "H", "H", "H", "H", "H", "H", "H", "O", "S"],
  "positions_angstrom": [[-1.42, 2.15, -2.21], [-1.00, 1.22, -1.21], [-0.48, 0.61, -0.20], [-0.14, -0.59, 0.52], [1.16, -0.99, 0.58], [1.51, -2.17, 1.50], [-0.87, 2.02, -3.43], [-0.77, 3.03, -1.63], [-2.63, 2.14, -2.27], [-0.88, -1.34, 0.31], [-1.20, 1.08, 1.85], [1.69, -1.15, -0.40], [1.82, -0.11, 0.94], [1.31, -2.24, 2.73], [-0.54, -0.31, 1.94], [2.45, -3.36, 0.99]],
  "lowdin_charge": [-0.165, -0.145, -0.005, -0.514, -0.304, -0.665, 0.172, 0.137, 0.118, 0.144, 0.337, 0.127, 0.165, 0.122, -0.199, 0.675]
}



Entry C
{
  "formula": "C6H8OS",
  "method": "ωB97M-V/def2-TZVPD",
  "charge": 0,
  "multiplicity": 1,
  "lumo_energy_ev": 0.681,
  "elements": ["C", "C", "C", "C", "C", "C", "H", "H", "H", "H", "H", "H", "H", "H", "O", "S"],
  "positions_angstrom": [[0.29, 2.24, 0.56], [-0.69, 0.16, 0.22], [-1.00, -0.96, -0.91], [0.13, -1.06, 0.85], [1.20, -1.26, -0.30], [0.35, -1.14, -1.39], [1.40, 1.95, 0.69], [0.29, 3.32, 0.05], [-0.28, 1.99, 1.76], [-1.51, 0.28, 0.91], [-1.67, -0.99, -1.78], [0.24, -1.17, 2.02], [2.31, -1.30, -0.25], [0.50, -1.16, -2.54], [-0.29, 1.32, -0.33], [-1.25, -2.22, 0.44]],
  "lowdin_charge": [-0.102, -0.426, -0.462, -0.449, -0.065, -0.169, 0.089, 0.120, 0.177, 0.107, 0.107, 0.129, 0.102, 0.143, -0.172, 0.872]
}



The structure with the most favorable energy is entry C; the runner-up is 0.0209 hartree above it.